Entry w
22
Properties=species:S:1:pos:R:3 method="wB97M-V/def2-TZVPD" smiles="C=C(CCN)NC.O" homo_ev=-8.46 homo_lumo_gap_ev=9.2 lumo_ev=0.7
C 0.53118 2.39705 0.10892
C 0.24406 1.10959 0.39871
C -1.14786 0.88082 1.04115
C -1.79326 -0.52695 0.61526
N -1.78245 -0.67981 -0.82537
N 1.23841 0.09192 0.27729
C 1.44584 -0.87737 1.34605
H -0.25525 3.17669 0.00509
H 1.50032 2.65528 -0.14783
H -1.79193 1.72343 1.01410
H -1.05849 0.76309 2.19026
H -1.20111 -1.39513 1.10366
H -2.88561 -0.52150 1.07620
H -2.28279 0.04431 -1.20287
H -0.75482 -0.53531 -1.18056
H 2.19699 0.52654 0.12223
H 1.08517 -1.76632 1.15961
H 0.90872 -0.65039 2.33298
H 2.60155 -0.90730 1.43253
O 0.96087 -1.78820 -2.55579
H 1.82343 -1.47094 -2.85252
H 0.55542 -1.12033 -1.83046



Entry x
22
Properties=species:S:1:pos:R:3 method="wB97M-V/def2-TZVPD" homo_ev=-7.35 homo_lumo_gap_ev=4.3 lumo_ev=-3.0
C 0.24537 0.02907 -1.60473
N 0.65372 -0.57773 -0.40942
C -0.17101 -0.26715 0.75405
C -0.02181 -1.34920 1.82415
O -0.54588 -2.77111 -0.86327
C -0.03692 1.19988 1.17398
N -0.89921 2.07923 0.41583
C 0.53534 1.44710 -1.52411
H -0.85108 -0.10514 -1.64891
H 0.56795 -0.56016 -2.48202
H 0.73886 -1.61125 -0.54019
H -1.19316 -0.40425 0.36816
H 0.99412 -1.43031 2.21438
H -0.27510 -2.26057 1.26993
H -0.75439 -1.25088 2.61416
H 1.03633 1.46156 1.13028
H -0.29171 1.21656 2.23308
H -0.82112 3.05387 0.72696
H -0.27410 -3.57985 -1.33485
H -0.61162 2.05077 -0.75764
H 1.54688 1.59436 -1.14812
H 0.42853 2.03520 -2.41170



Entry y
22
Properties=species:S:1:pos:R:3 method="wB97M-V/def2-TZVPD" homo_ev=-7.32 homo_lumo_gap_ev=6.7 lumo_ev=-0.6
C 1.37825 0.29196 0.74664
C -1.44431 0.50319 0.48009
C 1.62691 1.66400 0.25267
C -1.81200 -0.32601 1.70158
O 1.39195 0.04823 2.01649
H 1.32975 0.84797 2.57982
H 0.99937 -0.66110 -0.12801
H -1.28870 1.55184 0.74123
H -2.24810 0.45448 -0.25985
H 1.13799 1.77911 -0.71458
H 1.30471 2.43757 0.95851
H 2.70300 1.76960 0.07335
H -1.17885 -0.08877 2.55836
H -2.83103 -0.11286 2.02952
H -1.74717 -1.39035 1.47448
N 0.35347 -1.32840 -1.20021
C 0.50243 -1.03547 -2.51376
N 0.06571 -1.62426 -3.56662
H -0.65364 -0.02449 -0.16034
H -0.12916 -2.20780 -1.04054
H -0.45859 -2.46951 -3.33926
H 0.99802 -0.07892 -2.68957



Entry z
22
Properties=species:S:1:pos:R:3 method="wB97M-V/def2-TZVPD" homo_ev=-7.81 homo_lumo_gap_ev=8.7 lumo_ev=0.9
C -0.98464 -0.21423 -0.07576
C -1.49402 0.36724 -1.37823
N -1.24532 0.66286 1.02748
N -1.48463 -1.56296 0.10850
H 0.28274 -0.82831 -0.60367
H -0.96876 0.25371 1.91171
H -2.24140 0.86587 1.08534
H -1.09264 -2.01176 0.92976
H -1.31418 -2.16346 -0.69220
H -1.15217 -0.21669 -2.23611
H -2.58924 0.36363 -1.38376
H -1.14854 1.39168 -1.49596
C 1.54198 -0.34942 1.38231
C 1.48605 1.25618 -0.60297
C 1.20643 -0.12252 -0.07020
O 1.46598 -1.18046 -0.89396
H 2.62347 -0.50989 1.42615
H 1.28696 0.49742 2.01873
H 0.94641 2.02044 -0.04397
H 1.07424 -1.26426 1.75062
H 1.23912 1.31041 -1.66142
H 2.56218 1.43453 -0.50240



Winner for stability: entry w



Entry w
22
Properties=species:S:1:pos:R:3 method="wB97M-V/def2-TZVPD" smiles="C=C(C)O.NCCN" homo_ev=-8.96 homo_lumo_gap_ev=9.9 lumo_ev=0.9
C 1.27760 -1.24538 -1.84774
C 0.38819 -0.28188 -2.03541
C 0.71252 1.18148 -2.10899
O -0.97338 -0.54551 -2.11666
H 2.31221 -0.97706 -1.67665
H 1.03749 -2.29812 -1.89081
H 1.66026 1.40946 -1.62371
H 0.76585 1.50886 -3.14903
H -0.09402 1.73450 -1.62740
H -1.27833 -0.70595 -1.21506
N -2.17569 -0.69716 1.06864
C -0.79965 -0.70448 1.59808
C -0.17577 0.68563 1.52621
N 1.28693 0.53953 1.70715
H -2.71816 0.02983 1.52817
H -2.63781 -1.56219 1.33235
H -0.21454 -1.35765 0.95106
H -0.70465 -1.04104 2.63724
H -0.32330 1.12680 0.54120
H -0.59883 1.33931 2.29681
H 1.75416 1.38833 1.40596
H 1.49895 0.47269 2.69856



Entry x
22
Properties=species:S:1:pos:R:3 method="wB97M-V/def2-TZVPD" homo_ev=-6.95 homo_lumo_gap_ev=3.6 lumo_ev=-3.4
N 0.81325 0.69458 2.59993
C 0.12434 1.13066 1.42394
C 0.87554 0.70098 0.10763
N 0.85654 -0.66594 -0.30117
C 1.43005 -1.63061 0.62709
C -0.26909 -1.31023 -1.06634
C -1.16254 -0.35570 -1.83947
O -1.80094 1.94356 -0.63305
H 1.92874 -2.48970 0.03837
H 1.13913 1.51358 3.18430
H -0.15313 2.18993 1.20442
H -0.84837 0.63795 1.28631
H 0.42219 1.26134 -0.70938
H 1.92187 1.04763 0.27823
H 1.99997 -1.12563 1.50267
H -0.77045 0.35236 -2.57579
H 0.51682 -2.10564 1.18758
H 0.30781 -1.97422 -1.76858
H -0.98438 -1.96337 -0.36587
H -1.97699 -0.97560 -2.28511
H -1.70189 0.77493 -1.13905
H -2.66847 2.34913 -0.75665



Entry y
22
Properties=species:S:1:pos:R:3 method="wB97M-V/def2-TZVPD" smiles=C[C@H](O)[C@H](C)NCN homo_ev=-8.68 homo_lumo_gap_ev=9.6 lumo_ev=0.9
C -0.50123 -1.09733 2.07856
C -0.25070 0.31418 1.54052
O -1.29074 1.21876 2.01609
C -0.22458 0.32460 0.01339
C -1.62110 -0.10164 -0.51827
N 0.74831 -0.54568 -0.63714
C 1.99239 -0.01973 -1.17759
N 1.86570 0.91093 -2.30703
H -0.02459 -1.84288 1.44850
H -0.00294 -1.11305 3.04711
H -1.54117 -1.31724 2.29740
H 0.61537 0.80702 1.98011
H -1.92965 1.30495 1.30254
H -0.07044 1.34187 -0.38906
H -1.94392 0.57782 -1.30247
H -2.41878 -0.23093 0.20503
H -1.71495 -1.04989 -1.07653
H 0.30553 -1.17740 -1.28818
H 2.58416 0.47220 -0.41424
H 2.47131 -0.92018 -1.56332
H 1.64612 0.42701 -3.17320
H 1.30589 1.71662 -2.08223



Entry z
22
Properties=species:S:1:pos:R:3 method="wB97M-V/def2-TZVPD" smiles=CN[C@@](N)(O)C(C)C homo_ev=-8.74 homo_lumo_gap_ev=9.7 lumo_ev=1.0
C 2.21220 -0.11001 0.72309
N 1.04775 0.74487 0.86344
C -0.28554 0.18466 0.81403
N -0.43900 -0.92711 1.72892
O -1.08873 1.23157 1.30873
C -0.81742 -0.27603 -0.60474
C -1.78886 0.75933 -1.17752
C 0.24832 -0.56537 -1.65405
H 2.00391 -1.06393 0.22917
H 2.61387 -0.33445 1.71815
H 2.98654 0.40421 0.15913
H 1.08511 1.57202 0.28504
H -0.08674 -0.64806 2.63912
H 0.09526 -1.73123 1.42182
H -1.84967 0.82609 1.73911
H -1.37854 -1.19926 -0.42119
H -1.30405 1.72872 -1.26029
H -2.11483 0.44826 -2.16655
H -2.66696 0.87292 -0.55287
H 0.82679 -1.45441 -1.41263
H -0.22952 -0.74102 -2.61568
H 0.93018 0.27815 -1.76431



Winner for stability: entry z